[1]
12
Properties=species:S:1:pos:R:3 method="wB97M-V/def2-TZVPD" energy_ha=-265.32305 e_lumo_ha="0.028 / 0.028" fmax_ha_per_bohr=0.0131
N 1.288 -0.609 -1.082
C 0.195 -0.718 -1.590
C -0.987 0.063 -1.006
N -0.592 0.636 0.271
C 0.737 0.669 0.641
C -0.174 -0.226 1.377
H -1.206 0.859 -1.726
H -1.878 -0.560 -0.894
H 1.240 1.576 0.970
H 2.075 -0.409 -0.484
H -0.077 -1.298 1.182
H -0.622 0.017 2.341

***

[2]
77
Properties=species:S:1:pos:R:3 method="wB97M-V/def2-TZVPD" charge=-2 energy_ha=-13678.41757 e_lumo_ha=0.134 fmax_ha_per_bohr=0.0113
Ta 0.275 0.425 -0.184
S 0.061 0.071 2.338
C 0.903 -1.431 2.577
C 0.638 -2.148 3.785
N 0.424 -2.700 4.774
C 1.870 -1.861 1.728
S 2.326 -0.943 0.327
C 2.633 -3.035 2.010
N 3.259 -3.980 2.217
C -5.248 -1.857 -5.481
C -4.515 -0.976 -4.502
C -3.271 -1.363 -4.008
C -2.594 -0.580 -3.088
C -3.167 0.607 -2.651
C -4.404 1.008 -3.129
C -5.070 0.219 -4.056
S -2.325 1.615 -1.441
O -3.311 2.586 -1.039
O -1.085 2.125 -2.011
N -1.844 0.630 -0.316
C -2.648 -0.424 0.253
C -1.834 -1.712 0.123
O -2.338 -2.807 0.251
O -0.568 -1.478 -0.108
H -4.561 -2.262 -6.225
H -6.035 -1.307 -5.997
H -5.711 -2.703 -4.966
H -2.821 -2.288 -4.348
H -1.622 -0.884 -2.717
H -4.831 1.931 -2.760
H -6.037 0.532 -4.434
H -3.628 -0.537 -0.211
H -2.790 -0.244 1.323
Br 2.448 0.228 -6.936
C 2.261 0.660 -5.105
C 2.990 1.704 -4.550
Br 4.171 2.729 -5.611
C 2.849 2.002 -3.186
Br 3.766 3.419 -2.351
C 1.993 1.258 -2.397
O 1.763 1.468 -1.119
C 1.225 0.213 -2.961
O 0.402 -0.362 -2.118
C 1.375 -0.081 -4.305
Br 0.370 -1.520 -4.992
C -0.769 2.077 7.209
C -0.127 2.680 5.984
C 1.102 2.193 5.554
C 1.696 2.694 4.406
C 1.079 3.698 3.686
C -0.161 4.185 4.094
N -0.834 5.169 3.364
C -0.590 5.502 2.027
C -0.505 6.850 1.676
C -0.253 7.230 0.367
C -0.037 6.265 -0.607
C -0.113 4.925 -0.264
C -0.427 4.531 1.032
C -0.642 3.060 1.291
O -1.514 2.666 2.035
O 0.184 2.303 0.615
C -0.772 3.677 5.248
C -2.148 4.176 5.601
H -0.106 1.336 7.655
H -1.705 1.574 6.954
H -0.992 2.833 7.966
H 1.578 1.389 6.103
H 2.635 2.285 4.056
H 1.534 4.081 2.781
H -1.359 5.843 3.891
H -0.616 7.600 2.453
H -0.194 8.283 0.117
H 0.188 6.553 -1.626
H 0.034 4.155 -1.011
H -2.798 4.094 4.726
H -2.137 5.229 5.910
H -2.591 3.610 6.417

***

[3]
119
Properties=species:S:1:pos:R:3 method="wB97M-V/def2-TZVPD" charge=+3 energy_ha=-8385.98172 s_squared=0.989 e_lumo_ha="-0.291 / -0.291" multiplicity=2 fmax_ha_per_bohr=0.0155
Mn 1.046 0.388 -0.736
O -0.128 -0.757 -2.133
S -0.991 -0.614 -0.882
C -1.438 -2.271 -0.406
C -2.772 -2.558 -0.181
C -3.288 -3.860 -0.243
C -2.431 -4.867 -0.599
C -2.682 -6.313 -0.932
C -1.271 -6.946 -1.035
C -0.324 -5.775 -0.947
C 1.034 -5.702 -1.049
C 1.652 -4.467 -0.777
C 0.966 -3.303 -0.466
P 1.900 -1.865 0.149
C 3.643 -2.322 -0.046
C 4.292 -3.150 0.874
C 5.641 -3.428 0.726
C 6.355 -2.883 -0.336
C 5.709 -2.091 -1.274
C 4.355 -1.815 -1.133
C 1.689 -1.925 2.058
C 1.322 -3.304 2.567
C 1.115 -3.644 3.842
C 1.185 -2.795 5.038
C 1.440 -1.489 5.063
C 1.730 -0.657 3.851
C -0.461 -3.324 -0.521
C -1.047 -4.593 -0.685
C -2.568 0.079 -1.271
C -3.302 -0.652 -2.196
C -4.702 -0.635 -2.245
C -5.359 -0.011 -1.217
C -6.811 -0.007 -0.809
C -6.869 0.892 0.453
C -5.453 1.363 0.666
C -4.903 2.205 1.596
C -3.591 2.645 1.369
C -2.751 2.135 0.372
P -1.632 3.306 -0.345
C -2.273 4.971 -0.282
C -3.640 5.241 -0.142
C -4.100 6.548 -0.194
C -3.213 7.591 -0.406
C -1.861 7.329 -0.595
C -1.390 6.030 -0.545
C -1.273 2.919 -2.031
C -2.259 3.218 -2.974
C -2.048 2.900 -4.305
C -0.860 2.290 -4.695
C 0.133 2.022 -3.762
C -0.072 2.346 -2.431
C -3.231 1.007 -0.402
C -4.618 0.793 -0.322
H -3.467 -1.755 0.027
H -4.346 -4.028 -0.082
H -3.204 -6.370 -1.890
H -3.322 -6.806 -0.200
H -1.131 -7.516 -1.952
H -1.086 -7.634 -0.208
H 1.642 -6.569 -1.276
H 2.732 -4.453 -0.766
H 3.748 -3.595 1.700
H 6.135 -4.079 1.436
H 7.412 -3.093 -0.443
H 6.258 -1.687 -2.116
H 3.844 -1.223 -1.886
H 1.208 -4.083 1.824
H 0.853 -4.679 4.026
H 1.014 -3.295 5.984
H 1.470 -0.975 6.016
H 1.887 0.386 4.122
H -2.766 -1.317 -2.867
H -5.222 -1.189 -3.016
H -7.152 -1.021 -0.597
H -7.446 0.369 -1.611
H -7.230 0.349 1.327
H -7.542 1.740 0.322
H -5.478 2.617 2.416
H -3.225 3.467 1.975
H -4.356 4.446 0.000
H -5.156 6.747 -0.074
H -3.575 8.610 -0.439
H -1.172 8.138 -0.799
H -0.338 5.861 -0.724
H -3.182 3.699 -2.673
H -2.802 3.142 -5.042
H -0.699 2.041 -5.736
H 1.067 1.571 -4.075
H 0.742 2.207 -1.723
Se 7.458 -0.475 2.673
N 5.770 -0.841 3.040
C 5.050 -0.232 2.129
C 3.601 -0.269 2.120
C 2.831 -1.264 2.930
C 0.707 -0.868 2.668
C 0.643 0.360 1.870
N 1.604 0.867 1.176
C 2.977 0.504 1.208
C 3.688 0.972 0.034
N 2.913 1.140 -1.060
C 3.491 1.557 -2.189
C 4.855 1.800 -2.279
C 5.659 1.522 -1.191
C 5.070 1.057 -0.017
C 5.787 0.507 1.125
N 7.088 0.494 1.237
H 3.505 -1.958 3.426
H -0.279 -1.236 2.943
H -0.285 0.933 1.858
H 2.846 1.696 -3.047
H 5.272 2.156 -3.212
H 6.736 1.625 -1.243
Cl 2.589 5.488 1.949
C 1.254 4.369 1.948
Cl -0.158 5.001 2.808
C 0.872 3.990 0.518
O 1.458 4.242 -0.472
O -0.276 3.182 0.531
H 1.562 3.467 2.463

***

[4]
15
Properties=species:S:1:pos:R:3 method="wB97M-V/def2-TZVPD" energy_ha=-1182.44706 e_lumo_ha=0.019 smiles="CCn1sc(=O)cc1Cl" fmax_ha_per_bohr=0.0817
C -1.623 -0.161 -1.591
C -0.889 -0.813 -0.663
C -0.921 0.926 -2.153
C 0.780 0.508 1.909
C 1.178 -0.494 0.841
N 0.444 -0.352 -0.367
O -1.168 1.643 -3.066
S 0.577 1.157 -1.211
Cl -1.293 -2.219 0.169
H -2.460 -0.621 -2.082
H -0.115 0.229 2.419
H 1.495 0.448 2.752
H 0.670 1.423 1.268
H 2.318 -0.125 0.744
H 1.007 -1.549 1.033